Model 1:
C6H12N2O | ωB97M-V/def2-TZVPD

Results
* frontier orbital gap: 9.792 eV
* LUMO: 0.9 eV
* structure (SMILES): C[C@H]1CCCCN1N=O

ORCA input file:
```
! wB97M-V def2-TZVPD RIJCOSX def2/J DEFGRID3
* xyz 0 1
C 0.11356 -0.72240 2.08135
C 0.11749 -0.73257 0.61831
C -1.26226 -1.03010 0.03721
C -2.02300 0.09095 -0.23748
C -1.40915 1.15140 -1.20667
C -0.11653 1.58059 -0.61827
N 0.74483 0.31428 -0.26068
N 1.93204 0.19518 -0.67882
O 2.40435 -0.77104 -0.05294
H 1.03382 -0.92283 2.70565
H -0.32319 0.34337 2.55166
H -0.68245 -1.49122 2.49026
H 0.61726 -1.70869 0.46292
H -1.04313 -1.46179 -0.91519
H -1.69702 -1.71626 0.66292
H -3.09279 -0.18992 -0.78959
H -2.60714 0.84596 0.56256
H -1.97080 2.03025 -1.69307
H -1.10990 0.56697 -2.18656
H 0.51680 2.28957 -1.25624
H -0.13505 1.98945 0.35795
*
```


Model 2:
C6H12N2O | ωB97M-V/def2-TZVPD

Results
* frontier orbital gap: 10.337 eV
* LUMO: 0.8 eV
* structure (SMILES): [H]/N=C\CC[C@@H](N)C(C)=O

ORCA input file:
```
! wB97M-V def2-TZVPD RIJCOSX def2/J DEFGRID3
* xyz 0 1
H 2.71926 1.16275 -0.45333
N 2.17938 1.76485 -1.06754
C 1.00590 1.99714 -0.69822
C 0.30448 1.54779 0.56220
C 0.64180 0.12385 1.01687
C 0.36193 -0.95547 -0.04981
N -0.00966 -2.19179 0.62871
C -0.78466 -0.50256 -0.95247
C -2.16043 -0.67563 -0.37553
O -0.57367 -0.04855 -2.04754
H 0.42719 2.64884 -1.34123
H -0.77220 1.64463 0.42204
H 0.59034 2.24766 1.35595
H 0.03010 -0.11245 1.89085
H 1.69200 0.05821 1.32214
H 1.24830 -1.05802 -0.70038
H 0.72863 -2.47593 1.26312
H -0.13668 -2.93817 -0.04500
H -2.87376 -0.04200 -0.90281
H -2.16591 -0.48167 0.69231
H -2.45234 -1.71348 -0.52033
*
```


Model 3:
C6H12N2O | ωB97M-V/def2-TZVPD

Results
* frontier orbital gap: 8.663 eV
* LUMO: 0.5 eV

ORCA input file:
```
! wB97M-V def2-TZVPD RIJCOSX def2/J DEFGRID3
* xyz 0 1
C -0.30226 0.59038 0.27602
C 0.20851 -0.93012 -0.28258
C -1.49783 -1.86347 1.39218
C 2.41054 1.03502 -0.11831
C -1.25373 -1.05832 0.12750
C 1.08111 0.86235 -0.79970
N -1.30475 1.47771 -0.06018
N 0.88454 1.24944 -1.99472
O -2.15278 -0.95764 -0.74923
H 0.22984 0.79230 1.20084
H -1.03901 2.40554 -0.36582
H -2.02953 1.05603 -0.64984
H -0.05346 1.00292 -2.33111
H 0.34027 -1.28634 -1.29814
H 0.91186 -1.38963 0.40723
H -1.86169 -2.85389 1.11100
H -0.59440 -1.99606 1.99460
H -2.24661 -1.35536 2.00111
H 2.33008 0.98317 0.96887
H 2.84926 1.99510 -0.39530
H 3.09004 0.24087 -0.43444
*
```


Model 4:
C6H12N2O | ωB97M-V/def2-TZVPD

Results
* frontier orbital gap: 8.780 eV
* LUMO: 0.9 eV
* structure (SMILES): CN/C(C)=C(\N)C(C)=O

ORCA input file:
```
! wB97M-V def2-TZVPD RIJCOSX def2/J DEFGRID3
* xyz 0 1
C 2.56939 0.95892 0.93605
N 1.25618 0.59064 1.42915
C 0.13570 -0.17658 0.51751
C -0.14338 -1.58708 0.91269
C -0.18802 0.61851 -0.47317
N 0.28191 1.81703 -0.96061
C -1.49518 0.07840 -1.47116
C -2.41728 -1.06679 -1.14307
O -1.71664 0.78522 -2.44608
H 3.30393 0.95640 1.75195
H 2.56103 1.97694 0.53500
H 2.92572 0.26925 0.15762
H 1.34960 0.04116 2.28292
H -0.32053 -2.22999 0.04854
H 0.72762 -2.00734 1.42882
H -0.99441 -1.64366 1.59754
H 0.48780 2.45852 -0.20336
H -0.34091 2.18713 -1.68076
H -3.36260 -0.93809 -1.68054
H -1.96510 -2.00824 -1.46060
H -2.65484 -1.08035 -0.07843
*
```


The least stable of them is model 1.


Model 1:
C6H12N2O | ωB97M-V/def2-TZVPD

Results
* frontier orbital gap (spin up / spin down): 9.150 / 8.349 eV
* LUMO (spin up / spin down): 0.1 / 0.1 eV

ORCA input file:
```
! wB97M-V def2-TZVPD RIJCOSX def2/J DEFGRID3
* xyz 0 1
C 1.70242 0.25069 0.78030
C 0.77399 -0.92427 0.85692
C 0.09410 3.21925 -0.56468
N -0.49143 2.38895 -1.27394
N 1.09738 -1.94828 1.53341
H 0.35866 -2.65646 1.49799
H 2.65434 -0.00590 1.24034
H 1.26276 1.10123 1.30608
H 1.85486 0.57062 -0.25210
H 0.42513 4.18205 -0.99515
H 0.32644 3.08232 0.50229
C -0.30258 -1.30191 -1.38872
C -0.52495 -0.85300 0.05160
C -1.68702 -1.37055 0.71889
O -0.94752 0.63424 0.03434
H -1.49785 0.78605 -0.74749
H 0.04412 -2.33545 -1.40582
H -1.23396 -1.24176 -1.95675
H 0.43953 -0.67138 -1.87792
H -2.57106 -1.62241 0.14850
H -1.77736 -1.28402 1.79191
*
```


Model 2:
C6H12N2O | ωB97M-V/def2-TZVPD

Results
* frontier orbital gap (spin up / spin down): 7.712 / 8.768 eV
* LUMO (spin up / spin down): 0.3 / 0.3 eV

ORCA input file:
```
! wB97M-V def2-TZVPD RIJCOSX def2/J DEFGRID3
* xyz 0 1
C -0.12391 1.82303 -0.62282
C 1.26522 -0.15311 -1.52815
C -1.43686 -0.21067 1.43478
C -2.07626 -0.37751 -0.86815
C 2.18895 -0.46103 1.20082
C 0.74632 0.76870 -0.32302
N -0.80002 2.71579 -0.89660
N -1.03518 -0.59160 0.08999
O 1.20388 0.65602 0.93837
H 1.59542 -1.05433 -1.19282
H 2.26636 0.35728 -1.72604
H 0.65145 -0.20637 -2.32025
H -1.62438 -1.10029 2.03170
H -0.57300 0.32028 1.82055
H -2.27389 0.36306 1.47187
H -2.92582 0.19521 -0.38523
H -1.79880 0.19019 -1.74327
H -2.45875 -1.30110 -1.24606
H 3.19013 -0.06622 0.94782
H 1.87071 -1.30686 0.58464
H 2.14843 -0.56047 2.33186
*
```


The least stable of them is model 2.


Model 1:
C5H14N4 | ωB97M-V/def2-TZVPD

Results
* frontier orbital gap: 7.785 eV
* LUMO: 0.8 eV

ORCA input file:
```
! wB97M-V def2-TZVPD RIJCOSX def2/J DEFGRID3
* xyz 0 1
C 0.43560 -0.58376 -0.18514
C -0.95718 -1.71040 0.91539
C -0.02468 1.19784 1.39944
C -2.01951 -2.09021 -0.07270
N -0.19656 0.56477 0.09864
C 0.45460 1.74723 -1.32091
N 1.72911 -0.88900 0.24487
N 1.78708 1.89809 -1.49476
N -0.38094 2.53003 -1.85974
H 0.23388 -0.98333 -1.17792
H 1.99279 -0.50846 1.14218
H 2.29168 -1.39988 -0.42006
H 2.42193 1.32986 -0.96093
H 2.08277 2.71420 -2.02551
H -1.33477 2.35589 -1.55009
H -0.31083 -2.52743 1.23346
H -1.32657 -1.18607 1.79235
H 0.72851 1.98944 1.33070
H -0.97927 1.61955 1.71512
H 0.28871 0.51511 2.19727
H -2.51062 -1.20173 -0.48282
H -2.80248 -2.71259 0.38422
H -1.60328 -2.66914 -0.90305
*
```


Model 2:
C5H14N4 | ωB97M-V/def2-TZVPD

Results
* frontier orbital gap (spin up / spin down): 7.998 / 7.441 eV
* LUMO (spin up / spin down): 0.9 / 0.9 eV

ORCA input file:
```
! wB97M-V def2-TZVPD RIJCOSX def2/J DEFGRID3
* xyz 0 1
C 1.22219 -1.57610 0.79855
C 1.04766 -0.37892 -1.39824
C 2.03932 0.78540 0.58839
C -2.16400 1.65333 0.37983
C 0.96779 -0.22203 0.12926
N -2.34139 -0.99468 -0.41993
N -1.86353 -1.76646 0.32260
N -1.16051 0.77745 -0.17348
N -0.28628 0.26248 0.64483
H 1.10248 -1.47230 1.87247
H 0.48418 -2.29138 0.44731
H 2.22274 -1.93929 0.57891
H 1.99233 -0.84562 -1.65885
H 1.00510 0.58629 -1.90417
H 0.24197 -1.01707 -1.75651
H 2.02006 0.86633 1.67069
H 3.02635 0.45867 0.26990
H 1.84128 1.76904 0.16576
H -2.43679 1.26938 1.36020
H -1.78650 2.67423 0.49459
H -3.03768 1.66642 -0.26988
H -3.19384 -1.18698 -0.98285
H -0.94292 0.92181 -1.15937
*
```


The least stable of them is model 2.


Model 1:
C2H3N2OP | ωB97M-V/def2-TZVPD

Results
* frontier orbital gap: 10.485 eV
* LUMO: 0.3 eV

ORCA input file:
```
! wB97M-V def2-TZVPD RIJCOSX def2/J DEFGRID3
* xyz 0 1
C 0.40124 -1.48093 -0.97003
C 0.03693 0.30446 -0.06143
N -0.68247 -1.66650 -0.34302
N -0.87413 -0.57039 0.37509
O 0.95623 -0.26031 -0.87444
P 0.32482 1.91961 0.75930
H 0.91201 -2.19237 -1.63891
H -0.09209 1.41920 2.26363
H -0.98253 2.52723 0.48981
*
```


Model 2:
C2H3N2OP | ωB97M-V/def2-TZVPD

Results
* frontier orbital gap: 9.968 eV
* LUMO: 0.2 eV
* structure (SMILES): O=C/N=N\C#[PH2]

ORCA input file:
```
! wB97M-V def2-TZVPD RIJCOSX def2/J DEFGRID3
* xyz 0 1
O -0.23095 1.30145 -0.47660
C -0.60158 2.11938 0.43724
N -1.38580 1.72174 1.37611
N -1.45263 0.36145 1.33140
C -0.89142 -0.25394 0.44977
P -0.33779 -1.91438 -0.05050
H -0.30257 3.20415 0.24190
H 0.56659 -1.37377 -1.03858
H -1.36408 -1.83381 -1.04325
*
```


The least stable of them is model 2.